ORCA calculation (ωB97M-V/def2-TZVPD) on 10 unconnected molecules or ions with the total composition C36H68Cl18F5N3O2S.

The geometry in ORCA input format:
```
! RIJCOSX wB97M-V def2-TZVPD def2/J DEFGRID3
* xyz 0 1
C -3.120 -2.272 -2.774
C -2.233 -2.400 -1.424
O -1.108 -1.512 -1.603
C -0.995 -0.567 -0.503
C -2.207 0.481 -0.338
C -2.102 1.721 -1.335
C -3.218 2.802 -0.978
C -2.754 3.932 0.029
F -1.378 3.975 0.279
F -3.073 5.179 -0.595
C -3.498 3.928 1.443
F -2.517 4.157 2.439
F -4.367 5.022 1.538
F -4.093 2.718 1.779
N 0.272 0.137 -0.905
C 0.872 0.880 0.179
O 1.659 1.841 0.174
C 0.199 0.158 1.470
C 1.282 0.079 2.651
N 1.053 1.031 3.779
C -0.165 0.711 4.567
C -0.485 -1.189 0.926
S 1.045 -2.143 0.349
C -1.537 -1.957 1.838
C -0.952 -2.607 3.176
C -0.143 -3.977 2.984
C 1.214 -3.992 3.881
C 2.550 -4.051 3.016
N 3.707 -4.156 3.997
H -3.355 -1.156 -2.898
H -2.517 -2.630 -3.680
H -4.109 -2.818 -2.681
H -1.857 -3.469 -1.401
H -2.928 -2.133 -0.573
H -2.304 0.892 0.716
H -3.214 -0.027 -0.559
H -2.342 1.336 -2.388
H -1.081 2.205 -1.401
H -4.145 2.228 -0.636
H -3.515 3.302 -1.966
H 0.272 0.550 -1.842
H -0.494 1.002 1.823
H 1.465 -0.989 3.010
H 2.277 0.409 2.184
H 1.072 2.003 3.457
H 0.050 0.140 5.534
H -0.952 0.106 4.003
H -0.698 1.675 4.900
H 0.624 -3.120 -0.551
H -2.299 -1.165 2.180
H -2.124 -2.766 1.305
H -1.867 -2.866 3.822
H -0.317 -1.916 3.806
H 0.044 -4.274 1.906
H -0.783 -4.821 3.429
H 1.205 -4.950 4.511
H 1.295 -3.095 4.569
H 2.755 -3.097 2.421
H 2.629 -4.986 2.358
H 4.294 -3.315 3.851
H 4.323 -4.938 3.747
Cl -7.365 2.214 7.038
C -6.492 3.054 5.732
C -5.906 2.088 4.723
Cl -4.573 1.126 5.411
H -5.720 3.677 6.186
H -7.213 3.709 5.240
H -5.495 2.639 3.880
H -6.660 1.397 4.344
Cl -12.037 -1.477 4.728
C -11.319 -0.220 5.767
C -10.094 0.410 5.139
Cl -8.724 -0.726 5.048
H -11.088 -0.671 6.732
H -12.087 0.539 5.920
H -9.762 1.256 5.743
H -10.300 0.772 4.131
Cl 3.699 -2.004 -4.153
C 3.837 -0.233 -4.017
C 2.550 0.405 -3.539
Cl 1.253 0.293 -4.760
H 4.143 0.159 -4.988
H 4.636 -0.033 -3.301
H 2.712 1.467 -3.347
H 2.191 -0.057 -2.620
Cl 5.908 -2.188 6.496
C 5.487 -0.493 6.145
C 4.179 -0.372 5.391
Cl 4.300 -1.005 3.730
H 6.313 -0.047 5.588
H 5.408 0.019 7.105
H 3.894 0.678 5.308
H 3.373 -0.905 5.897
Cl -1.886 3.204 6.010
C -1.171 4.465 7.046
C 0.060 5.086 6.419
Cl 1.424 3.942 6.343
H -0.947 4.019 8.016
H -1.937 5.228 7.190
H 0.393 5.935 7.019
H -0.140 5.441 5.408
Cl -1.717 2.916 -4.759
C -0.655 3.839 -5.851
C -0.873 3.468 -7.302
Cl -0.318 1.815 -7.668
H 0.378 3.670 -5.544
H -0.887 4.895 -5.700
H -0.304 4.140 -7.947
H -1.926 3.540 -7.579
Cl 7.420 -4.634 -1.913
C 7.225 -3.969 -3.555
C 6.677 -4.992 -4.526
Cl 7.846 -6.294 -4.865
H 8.191 -3.585 -3.881
H 6.535 -3.131 -3.476
H 6.453 -4.513 -5.481
H 5.761 -5.450 -4.151
Cl 0.889 1.913 -11.361
C 1.944 0.497 -11.596
C 1.471 -0.707 -10.808
Cl 1.661 -0.477 -9.051
H 2.960 0.782 -11.322
H 1.931 0.267 -12.663
H 2.064 -1.582 -11.078
H 0.423 -0.931 -11.008
Cl 7.494 -1.241 -4.677
C 7.298 -0.580 -6.320
C 6.749 -1.609 -7.286
Cl 7.918 -2.911 -7.617
H 8.265 -0.196 -6.648
H 6.607 0.261 -6.243
H 6.524 -1.135 -8.242
H 5.833 -2.065 -6.907
*
```

Structure (SMILES): CCO[C@]1(CCCC(F)(F)C(F)(F)F)NC(=O)[C@H](CNC)[C@@]1(S)CCCCCN.ClCCCl.ClCCCl.ClCCCl.ClCCCl.ClCCCl.ClCCCl.ClCCCl.ClCCCl.ClCCCl
HOMO-LUMO gap in eV: 8.5
F_max in eV/A: 3.40



ORCA calculation (ωB97M-V/def2-TZVPD) on 12 unconnected molecules or ions with the total composition C36H69Cl22F5N3O.

The geometry in ORCA input format:
```
! RIJCOSX wB97M-V def2-TZVPD def2/J DEFGRID3
* xyz 1 1
C 6.189 0.123 0.662
C 5.512 1.024 -0.362
O 4.204 0.572 -0.680
C 4.149 -0.224 -1.860
C 4.098 0.619 -3.141
C 2.673 0.798 -3.635
C 1.886 1.643 -2.645
C 0.414 1.776 -3.024
N -0.303 0.541 -2.682
C -0.501 0.156 -1.456
N -0.132 0.856 -0.385
C 0.206 -0.195 0.627
C 0.565 0.423 1.953
C 1.963 1.049 1.885
F -0.367 1.405 2.244
C -1.077 -0.970 0.462
N -1.155 -1.009 -1.050
C -0.814 -2.264 -1.644
F 0.247 -2.839 -1.018
F -0.440 -2.115 -2.936
C -2.008 -3.270 -1.617
F -3.002 -2.811 -0.828
F -1.599 -4.472 -1.188
H 6.959 0.704 1.170
H 6.649 -0.745 0.197
H 5.479 -0.208 1.417
H 5.437 2.044 0.013
H 6.139 1.051 -1.257
H 5.036 -0.864 -1.885
H 3.297 -0.905 -1.783
H 4.498 1.599 -2.900
H 4.703 0.157 -3.920
H 2.201 -0.179 -3.770
H 2.685 1.322 -4.595
H 2.315 2.640 -2.544
H 1.987 1.161 -1.670
H 0.321 1.932 -4.093
H -0.032 2.610 -2.483
H -0.635 -0.031 -3.441
H 0.521 1.624 -0.510
H 1.040 -0.757 0.189
H 0.576 -0.343 2.728
H 2.689 0.520 2.486
H 2.357 1.038 0.867
H 1.946 2.086 2.195
H -1.153 -1.922 0.974
H -1.911 -0.332 0.743
H -2.389 -3.380 -2.635
Cl -3.171 0.105 3.359
C -4.835 -0.549 3.445
C -5.588 -0.352 2.158
Cl -5.939 1.368 1.826
H -5.329 -0.060 4.279
H -4.763 -1.619 3.656
H -6.544 -0.868 2.216
H -5.033 -0.745 1.309
Cl 5.257 -3.426 -3.692
C 3.572 -3.948 -3.443
C 2.747 -3.791 -4.694
Cl 2.490 -2.070 -5.109
H 3.161 -3.374 -2.615
H 3.601 -4.998 -3.157
H 1.763 -4.234 -4.547
H 3.221 -4.271 -5.545
Cl 4.227 -4.772 1.814
C 3.065 -3.797 2.746
C 2.175 -2.979 1.847
Cl 3.087 -1.684 1.013
H 3.627 -3.167 3.430
H 2.456 -4.489 3.326
H 1.397 -2.502 2.442
H 1.701 -3.599 1.090
Cl -1.520 -3.287 2.950
C -1.943 -4.079 4.499
C -3.188 -4.916 4.377
Cl -4.658 -3.930 4.150
H -2.053 -3.302 5.251
H -1.099 -4.710 4.768
H -3.335 -5.488 5.291
H -3.116 -5.609 3.542
Cl 3.648 4.103 1.643
C 5.102 4.254 2.675
C 5.687 2.917 3.040
Cl 4.627 1.995 4.145
H 4.815 4.826 3.555
H 5.831 4.833 2.114
H 6.633 3.061 3.558
H 5.862 2.302 2.160
Cl -7.147 -2.029 5.651
C -8.768 -1.729 4.967
C -9.260 -2.893 4.150
Cl -8.318 -3.109 2.651
H -8.716 -0.818 4.376
H -9.443 -1.561 5.805
H -10.294 -2.721 3.857
H -9.207 -3.824 4.709
Cl 0.955 7.133 1.866
C 0.073 6.687 0.386
C -0.359 5.244 0.404
Cl 1.043 4.138 0.302
H 0.717 6.898 -0.464
H -0.805 7.326 0.327
H -0.999 5.038 -0.452
H -0.905 5.000 1.312
Cl 5.315 3.198 -4.579
C 6.606 2.316 -5.438
C 6.852 2.876 -6.814
Cl 5.479 2.571 -7.908
H 6.321 1.267 -5.483
H 7.508 2.406 -4.835
H 7.725 2.395 -7.252
H 7.023 3.949 -6.781
Cl -7.656 -2.212 -1.371
C -6.520 -3.113 -2.406
C -6.396 -2.492 -3.774
Cl -7.901 -2.658 -4.706
H -6.871 -4.140 -2.468
H -5.554 -3.105 -1.904
H -5.610 -2.994 -4.338
H -6.159 -1.433 -3.710
Cl -12.771 -2.073 -1.001
C -11.742 -2.980 -2.140
C -11.723 -2.360 -3.512
Cl -13.291 -2.509 -4.346
H -12.103 -4.004 -2.173
H -10.733 -2.977 -1.729
H -10.984 -2.869 -4.128
H -11.469 -1.304 -3.465
Cl 8.131 6.095 3.525
C 7.709 7.512 4.526
C 6.466 7.287 5.344
Cl 4.988 7.200 4.344
H 7.601 8.366 3.864
H 8.552 7.688 5.191
H 6.330 8.121 6.030
H 6.530 6.369 5.923
*
```

HOMO-LUMO gap in eV: 9.6
F_max in eV/A: 1.11



ORCA calculation (ωB97M-V/def2-TZVPD) on 8 unconnected molecules or ions with the total composition C36H70BrNO29P.

The geometry in ORCA input format:
```
! RIJCOSX wB97M-V def2-TZVPD def2/J DEFGRID3
* xyz -1 1
C 0.090 1.582 4.217
C 0.221 0.067 4.432
O 0.065 -0.526 3.181
P -0.614 -2.077 2.992
C -2.267 -1.696 3.872
N -3.396 -2.311 3.136
C 0.284 -2.840 4.520
C 1.773 -2.855 4.467
O 2.527 -1.999 4.131
O 2.299 -4.116 4.912
C 3.273 -4.651 4.093
C 2.745 -5.597 3.032
O 4.439 -4.426 4.240
O -1.298 -1.449 1.529
C -0.959 -2.242 0.428
C -1.271 -1.539 -0.883
C -2.398 -2.166 -1.708
O -2.326 -3.602 -1.780
C -3.432 -4.257 -1.313
C -3.223 -5.146 -0.123
O -4.503 -4.134 -1.855
C 0.521 -2.676 0.686
Br 0.632 -4.680 0.096
C 1.602 -2.008 -0.156
C 3.035 -2.376 0.298
O 0.760 -2.652 2.000
H -0.955 1.789 3.975
H 0.649 1.801 3.309
H 0.421 2.152 5.084
H -0.506 -0.234 5.196
H 1.213 -0.115 4.869
H -1.188 -3.387 2.746
H -2.391 -0.607 3.911
H -2.234 -2.028 4.915
H -3.969 -1.559 2.769
H -3.998 -2.773 3.811
H -0.080 -2.449 5.470
H -0.038 -3.881 4.491
H 1.661 -5.537 2.972
H 3.205 -5.328 2.086
H 3.010 -6.610 3.336
H -1.550 -3.153 0.517
H -1.616 -0.536 -0.617
H -0.396 -1.413 -1.518
H -2.311 -1.793 -2.732
H -3.388 -1.875 -1.354
H -3.024 -4.527 0.756
H -4.116 -5.736 0.064
H -2.373 -5.808 -0.286
H 1.467 -2.323 -1.188
H 1.449 -0.928 -0.070
H 3.010 -3.101 1.105
H 3.599 -2.765 -0.548
H 3.539 -1.471 0.636
C 5.240 -4.733 -5.892
O 4.375 -4.011 -5.018
C 3.096 -4.399 -5.070
O 2.660 -5.269 -5.779
O 2.405 -3.659 -4.214
C 1.007 -3.966 -4.153
H 6.234 -4.319 -5.746
H 5.246 -5.792 -5.639
H 4.937 -4.601 -6.929
H 0.851 -4.992 -3.829
H 0.536 -3.796 -5.120
H 0.577 -3.294 -3.416
C 4.811 2.747 -2.353
O 3.962 1.829 -1.669
C 3.819 2.084 -0.364
O 4.342 2.995 0.227
O 3.010 1.170 0.152
C 2.756 1.324 1.555
H 4.836 2.423 -3.390
H 4.410 3.758 -2.295
H 5.818 2.723 -1.939
H 2.275 2.282 1.748
H 3.681 1.240 2.122
H 2.084 0.519 1.847
C 2.613 5.590 3.436
O 2.017 6.628 4.230
C 0.690 6.603 4.239
O -0.001 5.809 3.655
O 0.251 7.606 5.005
C -1.171 7.681 5.109
H 3.687 5.723 3.515
H 2.338 4.610 3.821
H 2.310 5.679 2.394
H -1.573 6.773 5.556
H -1.623 7.844 4.132
H -1.384 8.530 5.753
C -1.089 7.007 1.044
O -1.650 6.630 -0.220
C -0.922 5.722 -0.871
O 0.125 5.260 -0.501
O -1.552 5.412 -2.005
C -0.876 4.434 -2.801
H -1.758 7.753 1.467
H -1.032 6.154 1.707
H -0.100 7.446 0.906
H -0.777 3.497 -2.257
H 0.104 4.796 -3.106
H -1.493 4.274 -3.682
C -5.202 5.674 -4.256
O -5.759 5.240 -5.502
C -5.024 4.327 -6.136
O -3.980 3.869 -5.756
O -5.652 4.001 -7.268
C -4.978 3.012 -8.051
H -5.889 6.406 -3.843
H -5.110 4.839 -3.565
H -4.231 6.139 -4.411
H -4.878 2.084 -7.492
H -3.998 3.370 -8.359
H -5.598 2.845 -8.927
C -9.549 -0.986 -6.277
O -9.306 0.260 -5.622
C -9.276 1.315 -6.434
O -9.436 1.291 -7.628
O -9.033 2.397 -5.699
C -8.968 3.617 -6.442
H -9.544 -1.744 -5.500
H -10.518 -0.976 -6.773
H -8.763 -1.200 -6.999
H -9.918 3.822 -6.932
H -8.165 3.579 -7.174
H -8.755 4.403 -5.723
C 10.848 -4.989 5.665
O 9.939 -4.172 6.398
C 8.649 -4.401 6.107
O 8.251 -5.213 5.316
O 7.911 -3.584 6.847
C 6.492 -3.695 6.639
H 11.845 -4.704 5.992
H 10.681 -6.043 5.881
H 10.751 -4.811 4.595
H 6.147 -4.698 6.882
H 6.221 -3.450 5.616
H 6.033 -2.979 7.315
*
```

HOMO-LUMO gap in eV: 7.3
F_max in eV/A: 1.58
Relative energy (zero: lowest compared OMol25 entry of this formula, charge and spin) in kJ/mol: 0.0